DFT (wB97M-V/def2-TZVPD) results for C50H59NP3S3TeTi as an isolated structure.

As for the expectation value of S²: 2.010. The calculation puts the orbital gap (alpha / beta) at 6.45 / 6.58 eV. As for the lowest unoccupied orbital energy (alpha / beta): -0.089 / -0.084 Ha. The total energy comes out at -145071.90168 eV. Its multiplicity is 3. The charge is +1. Its largest force on an atom is 0.65 eV/Å.

CARTESIAN COORDINATES (ANGSTROEM)
Ti: -0.588 -0.249 0.646
C: 4.625 1.389 2.725
C: 4.554 0.928 1.278
S: 2.984 0.209 0.763
C: 2.906 -1.284 1.765
C: 2.214 -1.170 3.125
S: 0.702 -0.171 3.122
C: 1.002 1.271 4.203
C: 2.406 1.795 4.468
S: 3.332 2.594 3.134
H: 5.595 1.862 2.888
H: 4.576 0.543 3.410
H: 5.350 0.208 1.074
H: 4.704 1.773 0.604
H: 3.917 -1.675 1.909
H: 2.384 -2.022 1.152
H: 2.882 -0.747 3.873
H: 1.948 -2.169 3.474
H: 0.588 0.983 5.171
H: 0.366 2.057 3.797
H: 3.039 1.044 4.942
H: 2.267 2.566 5.229
Te: -3.459 3.468 -1.356
C: -5.183 4.037 -0.276
C: -6.386 4.278 -0.928
C: -7.507 4.589 -0.171
N: -7.508 4.669 1.155
C: -6.350 4.451 1.770
C: -5.173 4.137 1.111
C: -2.561 2.345 0.144
P: -2.975 0.639 0.315
C: -3.154 0.254 2.106
C: -2.481 -0.892 2.515
C: -2.536 -1.374 3.818
C: -3.271 -0.669 4.754
C: -3.916 0.509 4.383
C: -3.855 0.969 3.081
C: -4.609 0.290 -0.380
C: -4.694 -0.219 -1.673
C: -5.926 -0.395 -2.282
C: -7.085 -0.053 -1.604
C: -7.012 0.467 -0.319
C: -5.781 0.639 0.291
P: -0.838 2.409 0.452
C: 0.116 3.181 -0.880
C: 0.005 4.536 -1.188
C: 0.724 5.073 -2.243
C: 1.559 4.267 -3.005
C: 1.682 2.917 -2.704
C: 0.964 2.384 -1.644
C: -0.543 3.527 1.859
C: 0.662 4.206 2.019
C: 0.882 4.992 3.141
C: -0.097 5.104 4.117
C: -1.307 4.440 3.960
C: -1.530 3.663 2.833
H: -6.475 4.200 -2.005
H: -8.457 4.771 -0.664
H: -6.361 4.534 2.854
H: -4.258 3.960 1.665
H: -1.935 -1.509 1.782
H: -1.999 -2.273 4.091
H: -3.340 -1.021 5.775
H: -4.478 1.064 5.124
H: -4.349 1.896 2.811
H: -3.788 -0.450 -2.219
H: -5.979 -0.788 -3.289
H: -8.050 -0.183 -2.078
H: -7.915 0.751 0.207
H: -5.743 1.055 1.288
H: -0.644 5.173 -0.601
H: 0.629 6.126 -2.476
H: 2.117 4.691 -3.830
H: 2.338 2.284 -3.289
H: 1.088 1.334 -1.397
H: 1.438 4.121 1.270
H: 1.822 5.518 3.248
H: 0.074 5.722 4.989
H: -2.083 4.538 4.709
H: -2.477 3.164 2.690
C: 0.400 -4.193 1.568
C: -0.515 -4.251 0.330
C: -0.322 -5.557 -0.466
C: -1.953 -4.262 0.883
P: -0.135 -2.677 -0.625
C: 1.611 -2.791 -1.181
C: 2.443 -3.909 -1.072
C: 3.727 -3.896 -1.591
C: 4.211 -2.771 -2.245
C: 3.407 -1.649 -2.345
C: 2.130 -1.658 -1.805
C: -1.081 -2.619 -2.251
C: -1.018 -1.171 -2.763
C: -0.504 -3.539 -3.330
C: -2.547 -2.990 -2.012
H: 0.180 -5.047 2.212
H: 0.199 -3.285 2.148
H: 1.463 -4.214 1.335
H: -1.259 -5.859 -0.933
H: -0.027 -6.361 0.212
H: 0.422 -5.501 -1.256
H: -1.999 -5.006 1.682
H: -2.687 -4.546 0.137
H: -2.265 -3.311 1.310
H: 2.109 -4.806 -0.576
H: 4.348 -4.776 -1.491
H: 5.209 -2.767 -2.663
H: 3.777 -0.752 -2.825
H: 1.548 -0.749 -1.872
H: -0.034 -0.911 -3.149
H: -1.308 -0.434 -2.000
H: -1.727 -1.049 -3.585
H: 0.547 -3.331 -3.531
H: -1.058 -3.377 -4.258
H: -0.608 -4.591 -3.065
H: -2.982 -2.482 -1.149
H: -2.664 -4.065 -1.886
H: -3.128 -2.704 -2.892

Atom charges from the Löwdin analysis, given in e for atoms 1 to 2: Ti 0.442; C -0.521